No. 1
Formula: C4H7NO2
Source: the OMol25 dataset
Level of theory: ωB97M-V with the def2-TZVPD basis set

Values from the calculation:
E_LUMO: 0.794 eV
Highest occupied orbital energy: -9.939 eV
Spin multiplicity: 1
M: 101.1 g/mol
Orbital gap: 10.7 eV
Net charge: 0
Strongest force on any atom: 0.010 hartree/bohr
Energy relative to the best compared isomer or geometry (same formula, charge and spin): 160.4 kJ/mol

Each line ends with the Löwdin charge.
Element x y z (Å)
H: -1.2182 1.8276 1.0459  0.066
N: -0.4996 1.1200 1.1866  0.169
C: -0.7173 0.1144 0.4516  -0.501
C: -1.7890 -0.0772 -0.5880  -0.006
O: 0.1335 -0.9530 0.4597  -0.075
C: 1.5105 -0.6288 0.5813  -0.144
C: 1.9350 -0.0528 -0.7606  -0.230
O: 2.8092 0.7566 -0.9272  0.071
H: -2.7662 0.2677 -0.2445  0.082
H: -1.5059 0.5143 -1.4676  0.090
H: -1.8425 -1.1242 -0.8897  0.083
H: 1.7153 0.0730 1.3923  0.122
H: 2.0327 -1.5751 0.7574  0.137
H: 1.3313 -0.4581 -1.6060  0.135

***

No. 2
Formula: C4H7NO2
Source: the OMol25 dataset
Level of theory: ωB97M-V with the def2-TZVPD basis set

Values from the calculation:
E_LUMO (spin up / spin down): 0.649 / 0.650 eV
Highest occupied orbital energy (spin up / spin down): -7.701 / -7.702 eV
Spin multiplicity: 1
M: 101.1 g/mol
Orbital gap (spin up / spin down): 8.4 / 8.4 eV
Net charge: 0
Strongest force on any atom: 0.044 hartree/bohr
Energy relative to the best compared isomer or geometry (same formula, charge and spin): 708.6 kJ/mol

Each line ends with the Löwdin charge.
Element x y z (Å)
C: -1.5621 0.2878 0.6952  -0.027
C: 0.8524 0.4719 -0.1910  -0.150
N: 2.0079 0.9626 -0.2034  -0.055
O: 2.2052 1.9734 0.7401  -0.095
C: 0.3917 -0.4903 -1.0419  -0.092
C: -0.3070 -1.6407 -0.4599  -0.115
O: -1.3739 -0.6340 -0.5227  -0.196
H: -1.4668 1.3656 0.4680  0.091
H: -2.5913 -0.0038 0.8133  0.078
H: -0.9861 0.1129 1.6238  0.095
H: 3.1083 2.2225 0.5106  0.073
H: 0.3238 -0.3753 -2.1201  0.137
H: -0.5032 -2.5323 -1.0809  0.130
H: -0.0587 -1.9111 0.5690  0.127

***

No. 3
Formula: C4H7NO2
Source: the OMol25 dataset
Level of theory: ωB97M-V with the def2-TZVPD basis set

Values from the calculation:
E_LUMO: 0.771 eV
Highest occupied orbital energy: -10.041 eV
Spin multiplicity: 1
M: 101.1 g/mol
Orbital gap: 10.8 eV
Net charge: 0
Strongest force on any atom: 0.054 hartree/bohr
Energy relative to the best compared isomer or geometry (same formula, charge and spin): 115.8 kJ/mol

Each line ends with the Löwdin charge.
Element x y z (Å)
N: 1.1033 -2.2567 0.8412  0.152
C: 0.4113 -1.4712 -0.0603  -0.522
O: 0.7462 -1.6172 -1.2315  0.035
C: -0.3643 -0.2964 0.4371  -0.120
C: -0.0488 0.9555 -0.3852  -0.159
C: -1.1221 1.9535 -0.1460  -0.282
O: -0.9151 3.0224 0.3663  0.065
H: 1.5557 -2.8967 0.1949  0.111
H: 1.3399 -2.0155 1.7739  0.090
H: -0.3688 -0.1153 1.5169  0.128
H: -1.4480 -0.4374 0.3159  0.120
H: 0.0795 0.7918 -1.4511  0.124
H: 0.9081 1.3594 -0.0336  0.131
H: -2.1389 1.5240 -0.2709  0.128

***

No. 4
Formula: C4H7NO2
Source: the OMol25 dataset
Level of theory: ωB97M-V with the def2-TZVPD basis set

Values from the calculation:
E_LUMO: 0.648 eV
Highest occupied orbital energy: -10.178 eV
Spin multiplicity: 1
M: 101.1 g/mol
Orbital gap: 10.8 eV
Net charge: 0
Strongest force on any atom: 0.015 hartree/bohr
Energy relative to the best compared isomer or geometry (same formula, charge and spin): 76.6 kJ/mol

Each line ends with the Löwdin charge.
Element x y z (Å)
C: 0.6550 1.2711 0.7236  -0.042
C: 0.1666 0.5904 -0.5426  -0.437
O: -1.2460 0.6999 -0.5515  -0.033
C: 0.5904 -0.8850 -0.6160  -0.167
N: -0.1261 -1.7162 0.3166  0.117
C: -1.2150 -1.6259 0.8396  -0.330
O: -2.2303 -1.6951 1.4250  0.152
H: 0.3394 0.7123 1.6103  0.085
H: 0.2391 2.2801 0.7868  0.085
H: 1.7476 1.3400 0.7229  0.085
H: 0.5967 1.1018 -1.4186  0.141
H: -1.5831 0.3108 -1.3694  0.106
H: 1.6614 -0.9735 -0.4060  0.120
H: 0.4328 -1.2736 -1.6316  0.119

***

No. 5
Formula: C4H7NO2
Source: the OMol25 dataset
Level of theory: ωB97M-V with the def2-TZVPD basis set

Values from the calculation:
E_LUMO: 0.660 eV
Highest occupied orbital energy: -9.235 eV
Spin multiplicity: 1
M: 101.1 g/mol
Orbital gap: 9.9 eV
Net charge: 0
Strongest force on any atom: 0.020 hartree/bohr
Energy relative to the best compared isomer or geometry (same formula, charge and spin): 203.3 kJ/mol

Each line ends with the Löwdin charge.
Element x y z (Å)
O: 2.0802 0.4427 0.7234  0.100
C: 1.0420 0.0437 0.2475  -0.326
C: 0.7926 -0.2905 -1.2046  -0.134
N: -0.6322 -0.0995 -1.4294  -0.072
C: -1.3318 -0.1183 -0.1281  -0.114
C: -0.2418 -0.0116 1.0751  -0.227
O: -0.0235 0.9309 2.1471  -0.050
H: 1.4041 0.3471 -1.8490  0.132
H: 1.1087 -1.3309 -1.3726  0.130
H: -0.7993 0.7573 -1.9417  0.104
H: -1.7496 -1.1330 -0.0347  0.107
H: -2.1948 0.5511 -0.1848  0.116
H: -0.4014 -0.9442 1.6148  0.138
H: 0.9467 0.8553 2.3371  0.096

***

No. 6
Formula: C4H7NO2
Source: the OMol25 dataset
Level of theory: ωB97M-V with the def2-TZVPD basis set

Values from the calculation:
E_LUMO: 0.656 eV
Highest occupied orbital energy: -10.046 eV
Spin multiplicity: 1
M: 101.1 g/mol
Orbital gap: 10.7 eV
Net charge: 0
Strongest force on any atom: 0.011 hartree/bohr
Energy relative to the best compared isomer or geometry (same formula, charge and spin): 46.3 kJ/mol

Each line ends with the Löwdin charge.
Element x y z (Å)
C: -1.0968 0.6570 -0.9662  -0.046
C: 0.0299 -0.2023 -0.3963  -0.263
C: 1.3533 0.0838 -1.0962  -0.218
O: 1.4453 0.6772 -2.1405  0.072
C: 0.2256 0.0791 1.0905  -0.535
N: -0.0531 -0.9441 1.9441  0.172
O: 0.6285 1.1639 1.4713  0.067
H: -0.9725 1.6872 -0.6226  0.093
H: -1.0544 0.6537 -2.0578  0.082
H: -2.0758 0.2898 -0.6438  0.084
H: -0.1751 -1.2713 -0.5629  0.144
H: 2.2530 -0.3246 -0.5909  0.136
H: -0.4900 -1.7967 1.6372  0.100
H: -0.0179 -0.7526 2.9342  0.113

***

No. 7
Formula: C4H7NO2
Source: the OMol25 dataset
Level of theory: ωB97M-V with the def2-TZVPD basis set

Values from the calculation:
E_LUMO: 0.770 eV
Highest occupied orbital energy: -8.073 eV
Spin multiplicity: 1
M: 101.1 g/mol
Orbital gap: 8.8 eV
Net charge: 0
Strongest force on any atom: 0.024 hartree/bohr
Energy relative to the best compared isomer or geometry (same formula, charge and spin): 222.6 kJ/mol

Each line ends with the Löwdin charge.
Element x y z (Å)
C: 1.6317 0.0897 -0.8345  -0.049
C: 0.0866 -0.6061 1.1848  -0.362
C: 0.4117 -0.2052 -0.0465  -0.165
N: -1.7720 1.0411 -0.6085  0.080
C: -1.0886 -0.1810 -0.3364  -0.341
O: 0.6909 -0.9605 2.3187  0.137
O: -1.2928 -0.6143 1.0382  0.031
H: 0.0122 -1.2006 2.9618  0.127
H: -1.6144 1.3262 -1.5666  0.079
H: -1.4521 1.7738 0.0156  0.088
H: -1.4463 -0.9554 -1.0210  0.152
H: 1.6271 1.1210 -1.1910  0.072
H: 1.6970 -0.5664 -1.7032  0.074
H: 2.5089 -0.0622 -0.2114  0.079

***

No. 8
Formula: C4H7NO2
Source: the OMol25 dataset
Level of theory: ωB97M-V with the def2-TZVPD basis set

Values from the calculation:
E_LUMO (spin up / spin down): 0.157 / 0.156 eV
Highest occupied orbital energy (spin up / spin down): -7.844 / -7.843 eV
Spin multiplicity: 1
M: 101.1 g/mol
Orbital gap (spin up / spin down): 8.0 / 8.0 eV
Net charge: 0
Strongest force on any atom: 0.008 hartree/bohr
Energy relative to the best compared isomer or geometry (same formula, charge and spin): 343.9 kJ/mol

Each line ends with the Löwdin charge.
Element x y z (Å)
O: 2.3835 0.0199 1.1328  0.011
C: 1.0029 0.1264 1.1047  -0.316
C: 0.3866 1.2417 0.3514  -0.012
N: -0.6831 0.7468 -0.2123  0.035
C: -0.8692 -0.6264 -0.1155  -0.057
C: 0.2824 -1.1251 0.5424  -0.401
O: 0.7558 -2.2443 0.7229  0.026
H: 2.5367 -0.9423 1.1205  0.102
H: 0.5664 0.2219 2.1264  0.183
H: 0.6440 2.2857 0.2779  0.132
H: -1.7018 0.0104 -3.0260  0.040
H: -1.3515 1.3822 -0.6217  0.152
H: -2.3554 0.0364 -2.6737  0.026
H: -1.5972 -1.1334 -0.7299  0.080

***

No. 9
Formula: C4H7NO2
Source: the OMol25 dataset
Level of theory: ωB97M-V with the def2-TZVPD basis set

Values from the calculation:
E_LUMO (spin up / spin down): 0.116 / 0.115 eV
Highest occupied orbital energy (spin up / spin down): -7.853 / -7.852 eV
Spin multiplicity: 1
M: 101.1 g/mol
Orbital gap (spin up / spin down): 8.0 / 8.0 eV
Net charge: 0
Strongest force on any atom: 0.007 hartree/bohr
Energy relative to the best compared isomer or geometry (same formula, charge and spin): 341.6 kJ/mol

Each line ends with the Löwdin charge.
Element x y z (Å)
O: 2.3790 -0.0017 1.2897  0.006
C: 0.9999 0.1287 1.1686  -0.309
C: 0.4575 1.2203 0.3108  -0.008
N: -0.5198 0.6854 -0.3772  0.036
C: -0.7081 -0.6798 -0.2475  -0.047
C: 0.3341 -1.1439 0.5896  -0.400
O: 0.7730 -2.2554 0.8782  0.025
H: 2.5104 -0.9686 1.3141  0.101
H: 0.5101 0.2715 2.1565  0.178
H: 0.6577 2.2821 0.3083  0.130
H: -2.4436 0.5419 -2.5863  0.025
H: -1.1232 1.2428 -0.9717  0.131
H: -2.4476 -0.1176 -2.9257  0.049
H: -1.3793 -1.2056 -0.9074  0.083

***

No. 10
Formula: C4H7NO2
Source: the OMol25 dataset
Level of theory: ωB97M-V with the def2-TZVPD basis set

Values from the calculation:
E_LUMO: -0.252 eV
Highest occupied orbital energy: -9.285 eV
Spin multiplicity: 1
M: 101.1 g/mol
Orbital gap: 9.0 eV
Net charge: 0
Strongest force on any atom: 0.020 hartree/bohr
Energy relative to the best compared isomer or geometry (same formula, charge and spin): 525.6 kJ/mol

Each line ends with the Löwdin charge.
Element x y z (Å)
O: -1.2331 -1.5498 1.3546  -0.080
C: -0.5604 -0.6836 0.6282  -0.463
C: 0.9611 -0.6187 0.5528  -0.154
N: 1.2174 0.5008 -0.3564  -0.067
C: 0.2443 0.4010 -1.4527  -0.132
C: -1.0009 -0.2060 -0.8035  -0.314
O: -2.0915 -0.3613 -1.2909  0.131
H: -1.2993 -0.1962 1.5926  0.204
H: -0.8582 0.6739 1.2231  0.219
H: 1.4377 -0.4808 1.5283  0.131
H: 1.2518 -1.6198 0.1634  0.146
H: 2.1767 0.5037 -0.6949  0.115
H: 0.5458 -0.2784 -2.2760  0.135
H: 0.0187 1.3796 -1.8965  0.128

***

Computed DFT total energy, in the same sequence as the records: -9845.617, -9839.935, -9846.079, -9846.486, -9845.173, -9846.800, -9844.972, -9843.715, -9843.739, -9841.832 eV.